The following is a quantum chemistry calculation of a cluster of 3 separate species, C21H43O14P3 in total at a distorted geometry, from OMol25.

Structure (XYZ):
```
81
Properties=species:S:1:pos:R:3:forces:R:3
C -1.250192 4.946032 3.544915 0.0 -1.0 0.4
C -1.629335 3.468917 4.166649 -0.2 -0.8 0.4
C -1.489987 2.231365 3.070525 -0.9 0.0 1.0
C -2.431411 2.494888 1.761306 0.3 0.3 -1.6
C -3.011647 1.177661 0.989415 0.3 -4.2 -1.7
C -2.351214 -0.042718 0.392171 -1.8 3.9 1.6
C -0.793651 -0.424415 0.607383 -0.9 -2.0 0.1
C 0.257822 -0.282077 -0.613155 0.8 0.3 -0.1
C -0.402811 -0.364413 -2.103917 0.0 -0.2 1.2
P 1.012386 -0.700148 -3.371763 -0.4 -4.5 -3.8
O 0.657872 -2.081637 -4.124077 1.4 4.9 2.9
O 1.108311 0.514724 -4.616129 1.4 -1.8 2.5
C 2.460049 0.611543 -5.199552 1.8 0.4 -1.1
C 2.431743 0.905140 -6.845880 -0.6 -0.7 1.4
O 2.590903 -0.873164 -2.582165 -3.2 -0.2 -0.9
C 2.882684 -2.314917 -2.449566 2.0 -1.6 -0.9
C 4.229395 -2.518381 -1.536981 -0.5 0.4 1.1
C -3.592145 -0.718695 -0.461039 1.6 2.2 -5.4
O -3.571744 -0.765526 -1.806435 -0.6 -0.7 9.0
O -4.741175 -0.624150 0.405798 2.0 2.6 -2.3
C -4.597594 0.792115 0.828163 -4.6 1.5 5.8
O -5.671351 1.319447 1.447025 7.3 -3.1 -4.6
H -0.381036 5.379173 4.237000 -2.0 -0.6 -1.8
H -2.216996 5.604182 3.585389 2.1 -1.0 -0.2
H -0.882600 4.785163 2.421277 -0.7 0.7 2.5
H -0.918893 3.223635 5.093873 -1.5 0.5 -2.1
H -2.733112 3.414370 4.617959 2.4 0.4 -1.1
H -0.351716 2.111166 2.834166 -2.2 0.0 0.2
H -1.937359 1.265738 3.597279 1.3 1.9 -1.1
H -3.325802 3.192551 2.028412 1.5 -1.5 -0.4
H -1.805582 3.076241 0.909883 -1.4 -1.3 2.0
H -0.808092 -1.597587 0.903885 -0.1 2.7 -0.7
H -0.423733 0.106811 1.556834 -0.7 -0.6 -1.6
H 1.040299 -1.162452 -0.521503 -1.6 1.8 -0.1
H 0.880539 0.707162 -0.482141 -1.3 -1.9 -0.4
H -1.054007 0.576750 -2.354738 1.3 -1.9 0.4
H -1.068954 -1.351590 -2.112865 1.5 2.3 -0.5
H 3.092669 -0.395007 -5.094083 -1.5 2.3 0.2
H 2.998193 1.522644 -4.646928 -1.0 -2.2 -1.2
H 1.399079 1.403769 -7.082723 2.2 -0.7 0.2
H 3.365066 1.581051 -7.060339 -2.0 -1.3 0.1
H 2.482754 -0.146590 -7.400314 0.0 2.5 1.1
H 2.000549 -2.951547 -2.016890 1.6 1.4 -0.9
H 3.141213 -2.694599 -3.547122 -0.8 0.6 2.4
H 5.130999 -1.809918 -1.827753 -2.0 -1.5 0.4
H 4.582625 -3.643926 -1.520767 -0.8 2.3 -0.3
H 3.935607 -2.262627 -0.413688 0.7 -0.4 -2.3
C 5.932493 -7.248441 -8.776628 0.5 -0.4 -0.3
O 4.835301 -7.158714 -7.884455 -1.6 2.5 -2.3
P 4.669739 -5.613522 -7.124106 2.6 -4.2 9.1
O 5.910713 -5.889134 -6.266866 0.0 1.0 -1.7
O 3.332014 -6.150891 -6.324889 0.0 1.2 -1.0
C 3.322909 -7.445714 -5.750778 -0.1 -0.9 -0.2
O 4.504201 -4.068372 -6.363924 -0.6 -0.6 -3.5
C 3.271719 -3.407580 -6.576202 -0.8 0.6 0.3
H 5.773703 -8.106009 -9.437685 -0.1 0.2 0.1
H 6.005270 -6.342264 -9.382958 0.2 -0.2 -0.1
H 6.857370 -7.401298 -8.217355 0.0 0.2 0.0
H 4.322525 -7.762680 -5.426963 -0.1 0.2 -0.2
H 2.921183 -8.162730 -6.476300 0.2 0.0 0.2
H 2.663634 -7.440180 -4.878362 0.0 0.3 -0.2
H 2.512897 -3.807424 -5.898289 0.0 0.0 -0.2
H 2.947761 -3.518688 -7.612997 -0.2 0.2 0.1
H 3.403470 -2.343920 -6.354122 0.1 -0.1 -0.1
C -3.031464 2.281662 7.696749 0.4 -0.5 -0.2
O -3.413021 3.074525 8.807441 -3.6 -0.8 -0.7
P -4.299163 4.499169 8.385181 8.0 5.8 2.9
O -3.027693 5.133747 7.809409 -1.3 -1.0 -1.1
O -4.423852 4.893703 9.980743 -1.2 -0.3 -0.9
C -3.304331 4.746602 10.835893 0.5 -0.6 0.5
O -5.185324 5.923647 7.962871 -1.4 -3.3 -0.3
C -6.472363 6.040181 8.537917 -0.8 0.5 0.2
H -2.782996 1.277956 8.055179 -0.1 0.2 0.0
H -3.853599 2.208813 6.980595 0.2 -0.2 -0.1
H -2.151194 2.711743 7.215394 -0.1 0.1 0.0
H -2.354989 4.892572 10.304856 -0.3 -0.1 -0.1
H -3.325451 3.751382 11.295209 0.2 0.2 -0.1
H -3.370367 5.490513 11.634654 -0.3 0.0 -0.2
H -6.390315 6.411357 9.562977 0.0 -0.2 0.0
H -6.989391 5.078542 8.524993 -0.2 0.2 0.1
H -7.050005 6.765290 7.956027 0.1 -0.2 0.0
```
Forces are in eV/Å.

As for the SMILES: CCCCC1=C(CCCP(=O)(OCC)OCC)C(=O)OC1=O.COP(=O)(OC)OC.COP(=O)(OC)OC. For the max |F|, the calculation gives 0.2015 Eh/bohr. The energy above the lowest of the compared OMol25 structures with the same formula, charge and spin is 387.59 kcal/mol.


The following is a quantum chemistry calculation of a structure of composition C21H44BCdI at a distorted geometry, from OMol25.

Structure (XYZ):
```
68
Properties=species:S:1:pos:R:3:forces:R:3
C -5.271122 -4.124353 5.205496 0.0 -0.1 0.1
C -3.829999 -3.482490 5.112377 -1.6 0.5 0.0
C -3.936820 -1.953276 5.430551 1.0 -0.3 1.0
C -2.528764 -1.369826 5.843850 -0.6 -0.4 -0.6
C -1.791006 -0.785549 4.594288 0.8 1.0 1.1
C -0.244286 -0.859639 4.839786 0.0 -1.0 -0.4
C 0.633286 -0.810882 3.542225 0.0 0.7 0.6
C 0.214955 0.278030 2.494656 0.6 -0.2 -0.7
C 1.261120 1.442417 2.299426 -1.0 -0.1 -0.1
C 1.461348 1.829252 0.779361 0.5 -0.3 0.4
C 2.952711 1.559454 0.337285 -0.3 0.8 0.4
C 3.501709 2.625474 -0.670799 -0.8 -0.1 0.0
C 3.184616 2.329191 -2.175725 1.3 -0.1 0.4
C 3.544681 0.878124 -2.648688 -1.4 0.9 -1.7
C 2.927488 0.720572 -4.103337 0.3 -0.5 0.1
C 2.661691 -0.773823 -4.493391 -0.1 0.3 0.7
C 1.568859 -1.485550 -3.606389 0.2 -0.2 -0.3
C 0.266289 -1.896228 -4.409369 -0.3 0.2 0.2
B -0.887533 -0.819759 -4.136162 1.2 -1.2 -0.6
C -0.690163 0.749907 -4.479388 -1.9 0.3 1.5
I 0.046332 0.941126 -6.529800 0.5 0.5 0.2
C -1.998184 1.632578 -4.357401 1.3 1.1 -1.0
C -1.595705 3.141852 -4.647340 0.2 -0.6 -0.2
H -5.365634 -4.813196 6.071599 0.2 0.4 -0.5
H -6.048052 -3.340581 5.359523 0.5 -0.5 -0.3
H -5.516039 -4.718434 4.299281 0.1 0.4 0.5
H -3.484580 -3.609700 4.067818 0.3 -0.1 0.7
H -3.185161 -3.985616 5.856764 0.0 0.3 -0.7
H -4.337908 -1.394439 4.562113 0.0 -0.3 0.5
H -4.605940 -1.829650 6.312150 0.2 0.0 -0.7
H -1.949487 -2.215334 6.283826 -0.3 0.6 -0.4
H -2.637163 -0.625321 6.664845 0.1 -0.3 -0.7
H -2.096974 -1.239648 3.628687 0.2 -0.1 0.7
H -2.053618 0.298646 4.515774 0.0 -0.8 -0.1
H -0.049363 -1.856079 5.308794 0.0 0.7 -0.3
H 0.087787 -0.122808 5.606973 -0.4 -0.2 -0.7
H 1.679125 -0.600872 3.875684 -0.6 -0.2 -0.3
H 0.665912 -1.813237 3.064798 -0.2 0.6 0.3
H -0.774514 0.740713 2.678043 0.5 -0.5 0.1
H 0.126195 -0.246874 1.509674 0.0 0.4 0.6
H 0.867577 2.332724 2.843488 0.5 -0.6 -0.3
H 2.209021 1.149708 2.793300 -0.4 0.3 -0.5
H 1.203496 2.900880 0.638598 0.3 -0.5 0.0
H 0.734950 1.251402 0.155882 0.5 0.3 0.4
H 3.056404 0.510749 -0.006033 0.1 0.6 0.1
H 3.567354 1.660191 1.260181 -0.3 -0.2 -0.7
H 4.583951 2.805961 -0.495017 -0.6 -0.3 -0.4
H 2.985924 3.585615 -0.427627 0.5 -0.6 -0.1
H 3.830625 3.017967 -2.777593 -0.5 -0.3 0.3
H 2.134569 2.604877 -2.435118 0.4 -0.4 0.4
H 3.074705 0.083809 -2.040884 0.6 0.5 0.0
H 4.637359 0.766365 -2.775131 -0.6 -0.2 0.6
H 1.965288 1.309519 -4.151608 0.7 -0.4 0.1
H 3.629181 1.166847 -4.847256 -0.4 -0.2 0.4
H 2.362816 -0.863446 -5.560274 0.5 0.0 0.6
H 3.615706 -1.320312 -4.318687 -0.6 0.4 -0.5
H 1.290929 -0.869397 -2.720692 0.3 -0.3 -0.4
H 2.007435 -2.423116 -3.199760 -0.4 0.7 -0.2
H 0.536069 -1.999234 -5.486977 -0.2 0.0 0.6
H -0.044899 -2.909085 -4.073715 0.0 0.7 -0.3
H -1.896195 -1.186078 -3.619625 0.0 0.5 0.1
H 0.062869 1.154099 -3.758143 -0.1 -0.3 -0.8
H -2.439120 1.583574 -3.343583 0.4 -0.4 -0.5
H -2.735131 1.321145 -5.124996 0.2 0.1 0.7
H -1.690766 3.343267 -5.740748 -0.3 0.2 0.8
H -0.489652 3.260889 -4.404961 -0.6 0.0 0.2
H -2.133031 3.880626 -4.027199 0.2 -0.3 -0.5
Cd 1.166478 3.486277 -6.243679 -0.4 -1.0 0.3
```
Forces are in eV/Å.

The total charge is +2. For the max |F|, the calculation gives 0.0473 Eh/bohr.


The following is a quantum chemistry calculation of a structure of composition C21H44GaN3O6PS, from OMol25.

Structure (XYZ):
```
77
Properties=species:S:1:pos:R:3:forces:R:3
C 3.458002 -0.956005 2.963188 -0.1 0.3 0.0
C 2.545270 -0.919707 1.749016 -0.1 -0.2 0.1
O 1.454903 -1.828517 1.932414 0.0 0.1 0.1
C 1.276453 -2.734350 0.859092 -0.2 -0.1 0.0
C 0.894562 -2.082136 -0.462060 -0.1 0.0 0.2
C -0.556812 -1.574311 -0.509721 0.4 0.3 -0.2
C -0.714164 -0.261002 -1.294946 -0.1 -0.3 -0.2
C 0.087522 -0.234758 -2.624263 -0.2 0.1 0.3
Ga 1.592908 1.085295 -2.798448 -0.7 -0.2 -0.5
C 1.931823 1.508800 -4.757762 -0.1 -0.1 0.4
O 3.068370 0.811839 -5.301140 -0.2 -0.1 -0.2
O 2.740322 -0.586247 -5.169237 0.1 0.1 -0.2
P 1.164797 3.136766 -1.678766 1.0 0.0 0.2
O 2.375609 4.022040 -1.525069 0.0 0.2 -0.2
S 3.629112 0.264758 -1.936944 0.1 0.3 0.3
C 5.002625 0.955333 -2.853140 0.2 0.0 0.0
O 3.794656 0.791242 -0.577201 0.0 -0.1 0.1
O 3.775870 -1.193486 -2.073551 0.0 -0.2 -0.3
H 3.000686 -0.424348 3.802971 0.1 -0.1 0.0
H 4.393125 -0.452398 2.708400 0.0 0.0 0.1
H 3.679005 -1.977755 3.276403 0.0 0.0 -0.1
H 2.134495 0.085326 1.617879 0.1 0.0 -0.1
H 3.112501 -1.163743 0.848376 -0.1 0.0 0.1
H 0.465019 -3.395991 1.184228 0.1 0.0 0.0
H 2.175548 -3.352514 0.732585 0.1 0.1 0.0
H 1.076573 -2.822513 -1.245134 0.0 0.1 -0.1
H 1.583994 -1.262772 -0.668364 0.1 -0.1 0.0
H -0.926121 -1.435301 0.511235 -0.1 -0.1 -0.1
H -1.176272 -2.324063 -1.005422 -0.1 -0.1 0.2
H -0.461142 0.583086 -0.646588 0.1 0.0 0.0
H -1.777279 -0.148558 -1.524475 0.0 0.1 0.1
H 0.410700 -1.249276 -2.872712 0.1 0.1 -0.1
H -0.589459 0.064882 -3.434613 0.1 0.0 0.0
H 2.099755 2.571718 -4.946208 0.2 -0.1 -0.1
H 1.041285 1.202154 -5.322506 0.1 0.1 -0.1
H 3.414815 -0.894083 -4.547092 0.0 -0.1 0.3
H 0.117255 3.783129 -2.381178 -0.2 -0.1 0.2
H 0.564977 2.912890 -0.410983 -0.4 0.0 -0.1
H 5.852930 0.865538 -2.174238 0.0 0.0 0.0
H 4.800773 2.002107 -3.076352 0.0 0.0 0.0
H 5.186499 0.376902 -3.756094 -0.1 0.1 0.0
C -5.032266 -2.861688 -4.602728 0.0 0.0 0.0
C -3.684146 -3.459000 -4.219504 -0.1 0.0 -0.1
C -3.637626 -3.930206 -2.762319 0.1 0.0 -0.2
C -3.794969 -2.820336 -1.825471 0.1 -0.1 0.2
N -3.860803 -1.953911 -1.076285 -0.2 0.1 0.0
H -5.251044 -1.972831 -4.009471 0.0 0.0 0.0
H -5.039249 -2.570626 -5.652974 0.0 0.0 0.0
H -5.839533 -3.580993 -4.447299 0.0 0.0 0.0
H -2.892888 -2.726194 -4.384438 0.0 0.0 0.0
H -3.462965 -4.315472 -4.859347 0.0 0.0 0.0
H -2.682255 -4.414881 -2.552797 0.0 0.0 0.1
H -4.421988 -4.665450 -2.571088 0.0 0.0 0.0
C -2.451898 5.337318 1.483283 0.0 0.0 0.0
C -3.363797 4.131240 1.673429 0.1 0.1 0.0
C -2.731742 2.832021 1.164929 -0.1 0.0 0.1
C -2.503981 2.871335 -0.275955 0.1 -0.1 0.0
N -2.309312 2.916573 -1.405437 -0.1 0.0 -0.1
H -2.243669 5.513917 0.427070 0.0 0.0 0.0
H -2.914370 6.237426 1.889605 0.0 0.0 0.0
H -1.498797 5.189735 1.993962 0.0 0.0 0.0
H -4.312989 4.296359 1.159296 0.0 0.0 0.0
H -3.591115 4.005570 2.732132 0.0 -0.1 0.0
H -3.370704 1.975376 1.386113 0.0 0.0 0.0
H -1.774999 2.654822 1.661445 0.0 0.0 -0.1
C 1.609879 0.200783 7.188044 0.0 0.0 0.0
C 0.662812 -0.924054 6.786542 0.2 0.1 0.1
C -0.325182 -0.507143 5.693452 0.1 -0.2 0.0
C -1.240716 0.537404 6.148080 0.0 0.1 -0.1
N -1.961126 1.357086 6.505279 0.0 0.0 0.1
H 1.064398 1.044444 7.614158 0.0 0.0 0.0
H 2.324139 -0.146173 7.934932 0.0 0.0 0.0
H 2.174257 0.561989 6.326669 0.0 0.0 0.0
H 0.118437 -1.275460 7.665426 -0.1 0.0 0.0
H 1.243016 -1.768200 6.410827 0.0 0.0 -0.1
H -0.917161 -1.367040 5.377228 0.0 0.0 0.0
H 0.212868 -0.153713 4.811632 0.0 0.0 0.0
```
Forces are in eV/Å.

The total charge is -1. For the max |F|, the calculation gives 0.0191 Eh/bohr.


Number 1: DFT total energy -2902.8968 Eh. Number 2: DFT total energy -1316.0166 Eh. Number 3: DFT total energy -4106.5194 Eh.